Record 1
Density functional theory data (the ωB97M-V functional and the def2-TZVPD basis) for a cluster of 2 separate species, CH4N2O2S in total.

Geometry as XYZ:
```
10
Properties=species:S:1:pos:R:3:forces:R:3:nbo_charge:R:1
C -1.546 -0.441 -0.237 1.287 -1.906 -1.742 -0.514
N 0.989 -0.193 1.163 -1.499 0.205 0.299 -0.736
N -1.124 0.533 0.638 2.374 3.107 0.622 -0.310
O 3.376 -0.037 0.474 0.455 -0.273 -0.023 -0.832
O 1.699 0.812 -1.103 -0.255 0.008 -0.063 -0.866
S 2.012 0.182 0.143 0.126 0.577 -0.230 2.203
H -0.922 -1.301 0.221 -1.445 0.372 -1.175 0.272
H -2.634 -0.654 -0.082 0.825 0.039 -0.285 0.242
H -1.200 -0.246 -1.333 -1.025 -0.715 1.682 0.195
H -0.651 1.345 0.116 -0.843 -1.414 0.916 0.344
```
Forces are in eV/Å.

Results
E_HOMO (spin up / spin down)	-10.929 / -10.117	eV
frontier orbital gap (spin up / spin down)	9.7 / 7.6	eV
LUMO (spin up / spin down)	-1.199 / -2.533	eV
max |F|	3.96	eV/A



Record 2
Density functional theory data (the ωB97M-V functional and the def2-TZVPD basis) for a cluster of 2 separate species, C6H14N2O2 in total.

Geometry as XYZ:
```
24
Properties=species:S:1:pos:R:3:forces:R:3:nbo_charge:R:1
C -1.248 -0.076 2.897 3.888 -1.693 -2.282 -0.738
C -3.236 1.213 -0.136 1.294 -0.255 3.479 -0.413
C -1.410 0.479 1.450 -2.397 -0.332 2.612 0.700
O -0.530 0.931 0.776 0.412 0.055 -0.936 -0.616
N -2.778 0.522 1.159 0.813 2.007 -3.257 -0.636
H -1.218 -1.164 2.897 -1.437 -0.296 -0.022 0.238
H -3.474 0.088 1.702 -0.331 -0.474 0.855 0.399
H -2.535 0.991 -0.829 2.328 -0.685 -2.249 0.208
H -0.211 -0.050 3.289 -0.155 1.107 -0.657 0.239
H -1.815 0.411 3.587 -2.118 0.890 1.797 0.225
H -4.136 0.968 -0.544 -2.732 -1.791 -0.388 0.203
H -3.325 2.266 -0.127 0.471 1.404 0.946 0.196
C 2.509 1.113 -2.221 -1.560 1.510 3.077 -0.418
C 1.819 -2.249 -0.570 -2.663 2.042 2.392 -0.710
C 2.607 -1.129 -1.270 -2.835 1.531 0.806 0.677
O 3.677 -1.219 -1.779 1.885 -1.090 -0.649 -0.611
N 1.952 0.128 -1.301 -1.196 -1.755 0.535 -0.648
H 0.962 0.229 -0.949 1.810 -0.203 -0.567 0.415
H 2.091 0.972 -3.194 -0.142 0.485 -0.767 0.190
H 1.473 -3.073 -1.144 0.536 -0.764 -0.973 0.235
H 2.331 2.128 -1.684 0.122 -1.380 -1.613 0.198
H 3.536 0.922 -2.173 1.597 0.009 -0.532 0.230
H 2.195 -2.608 0.419 0.343 0.316 -1.071 0.238
H 0.766 -1.792 -0.254 2.068 -0.636 -0.537 0.200
```
Forces are in eV/Å.

Results
E_HOMO	-9.022	eV
frontier orbital gap	9.7	eV
SMILES	CNC(C)=O.CNC(C)=O
LUMO	0.631	eV
max |F|	4.82	eV/A



Record 3
Density functional theory data (the ωB97M-V functional and the def2-TZVPD basis) for a structure of composition C46H59BBrF2N3O5RbS.

Geometry as XYZ:
```
119
Properties=species:S:1:pos:R:3:forces:R:3:lowdin_charge:R:1
Rb 0.038 -0.344 0.108 -1.374 1.434 -0.501 1.242
C 4.602 3.785 5.694 0.011 -0.008 -0.008 -0.053
C 4.214 4.198 4.265 -0.012 -0.016 -0.008 -0.554
C 5.457 4.078 3.380 0.053 -0.009 0.015 -0.070
C 3.771 5.668 4.265 -0.031 0.016 -0.011 -0.057
C 3.073 3.296 3.780 -0.085 -0.036 -0.018 -0.181
C 3.243 2.433 2.710 -0.089 0.118 0.099 0.028
C 2.209 1.560 2.279 0.214 -0.003 -0.310 -0.238
N 2.218 0.735 1.224 0.276 -0.606 0.235 -0.018
C 3.376 0.232 0.621 -0.104 0.439 0.311 -0.201
C 4.599 0.095 1.290 -0.025 -0.076 -0.078 0.003
C 5.759 -0.354 0.656 -0.060 0.049 0.053 -0.200
C 5.676 -0.634 -0.700 -0.128 -0.027 -0.109 -0.026
C 4.463 -0.580 -1.403 0.107 -0.156 -0.153 -0.102
C 3.262 -0.245 -0.731 -0.265 -0.040 -0.104 -0.369
O 2.079 -0.371 -1.300 0.845 0.541 -0.408 -0.419
C 4.421 -0.814 -2.926 -0.087 0.049 0.041 -0.525
C 5.808 -1.044 -3.536 0.006 0.001 0.016 -0.083
C 3.554 -2.025 -3.307 -0.054 -0.055 -0.009 -0.068
C 3.820 0.435 -3.592 -0.026 0.051 -0.066 -0.053
C 7.092 -0.526 1.392 -0.054 -0.003 0.021 -0.560
C 8.153 0.404 0.785 0.035 0.056 -0.012 -0.059
C 6.968 -0.195 2.880 0.002 0.015 0.044 -0.072
C 7.576 -1.979 1.270 -0.005 -0.044 0.012 -0.060
C 0.994 1.648 3.028 0.113 0.028 0.058 -0.123
O -0.001 0.739 2.615 -0.139 -0.125 0.351 0.047
C 0.764 2.534 4.062 -0.060 0.019 0.066 -0.099
C 1.844 3.345 4.445 0.033 0.028 -0.005 -0.034
C -0.562 2.668 4.848 0.080 -0.075 -0.043 -0.513
C -0.903 4.156 5.047 0.004 -0.006 -0.032 -0.061
C -0.396 2.004 6.222 0.042 -0.011 0.019 -0.039
C -1.789 2.045 4.161 -0.036 0.067 0.014 -0.045
H 5.432 4.401 6.059 -0.036 -0.024 -0.008 0.077
H 4.913 2.737 5.713 -0.012 0.059 0.003 0.089
H 3.760 3.898 6.381 0.040 -0.005 -0.031 0.073
H 6.243 4.734 3.766 -0.022 -0.021 -0.018 0.080
H 5.245 4.370 2.348 0.014 -0.014 0.060 0.089
H 5.844 3.056 3.369 -0.026 0.091 -0.001 0.068
H 4.596 6.313 4.589 -0.041 -0.027 -0.015 0.077
H 2.926 5.836 4.937 0.052 -0.023 -0.048 0.070
H 3.466 5.975 3.261 0.025 -0.015 0.062 0.088
H 4.162 2.425 2.144 -0.031 -0.019 0.047 0.091
H 4.608 0.330 2.347 0.032 0.005 -0.081 0.094
H 6.580 -0.926 -1.221 -0.023 0.008 -0.056 0.083
H 6.284 -1.945 -3.139 -0.014 0.035 -0.010 0.079
H 6.473 -0.195 -3.357 -0.024 -0.043 0.013 0.082
H 5.703 -1.169 -4.619 0.023 0.015 0.059 0.075
H 3.929 -2.935 -2.824 -0.017 0.064 -0.054 0.080
H 3.572 -2.178 -4.395 0.029 0.011 0.065 0.080
H 2.525 -1.849 -2.988 0.273 0.032 -0.107 0.026
H 4.448 1.307 -3.387 -0.018 -0.037 -0.032 0.087
H 2.821 0.622 -3.190 0.107 -0.028 -0.032 0.068
H 3.754 0.301 -4.681 0.019 0.009 0.094 0.076
H 7.825 1.445 0.856 0.036 -0.057 -0.007 0.085
H 8.323 0.177 -0.271 -0.019 0.016 0.071 0.072
H 9.110 0.303 1.316 -0.083 0.003 -0.050 0.075
H 6.654 0.841 3.033 0.032 -0.077 -0.005 0.066
H 7.938 -0.333 3.371 -0.048 0.011 -0.014 0.078
H 6.240 -0.845 3.373 0.049 0.046 -0.031 0.087
H 7.715 -2.263 0.224 -0.004 0.017 0.062 0.071
H 6.837 -2.659 1.705 0.052 0.029 -0.027 0.086
H 8.530 -2.119 1.795 -0.079 0.020 -0.046 0.075
H 1.726 4.011 5.290 -0.001 0.010 -0.032 0.087
H -0.148 4.689 5.624 -0.007 -0.034 -0.020 0.067
H -1.855 4.246 5.581 0.066 -0.005 -0.033 0.077
H -1.001 4.657 4.080 0.001 -0.014 0.055 0.092
H 0.431 2.456 6.775 -0.044 -0.020 -0.021 0.081
H -0.178 0.939 6.107 -0.007 0.054 0.017 0.087
H -1.312 2.109 6.816 0.059 -0.007 -0.053 0.082
H -1.866 2.359 3.118 -0.010 -0.023 0.049 0.096
H -2.688 2.380 4.687 0.017 -0.009 0.005 0.081
H -1.784 0.956 4.186 -0.022 0.070 0.023 0.077
C -3.100 -2.031 -0.258 0.092 0.098 -0.007 -0.052
O -2.598 -0.827 -0.835 -0.128 -0.300 0.140 -0.158
C -3.375 -0.172 -1.721 0.007 0.026 -0.031 -0.208
C -4.600 -0.624 -2.171 -0.071 -0.060 0.054 -0.054
C -5.289 0.141 -3.102 -0.096 0.109 -0.142 -0.670
Br -6.957 -0.501 -3.741 0.006 0.009 0.009 0.733
C -4.806 1.341 -3.565 -0.268 0.001 -0.073 -0.076
C -3.580 1.810 -3.089 0.013 0.400 -0.174 -0.067
C -2.854 1.040 -2.204 0.160 -0.130 0.054 -0.177
O -1.613 1.403 -1.750 0.042 0.049 0.020 0.020
C -3.121 3.138 -3.561 -0.062 -0.350 0.185 -0.258
N -3.607 3.735 -4.608 -0.039 0.202 -0.323 0.175
C -2.946 4.953 -4.677 -0.107 -0.073 -0.049 -0.224
C -3.065 5.986 -5.607 -0.040 -0.010 -0.039 -0.022
C -2.275 7.104 -5.434 0.039 -0.007 0.059 -0.101
C -1.373 7.207 -4.358 -0.068 -0.015 -0.079 -0.098
C -1.238 6.193 -3.432 -0.022 -0.063 0.025 -0.017
C -2.041 5.070 -3.619 0.027 -0.075 0.096 -0.184
N -2.163 3.883 -2.923 0.195 0.119 0.209 0.167
H -3.251 -2.800 -1.019 0.006 -0.005 -0.065 0.101
H -4.036 -1.851 0.271 -0.050 0.049 0.018 0.106
H -2.344 -2.363 0.449 0.027 0.014 -0.014 0.089
H -5.017 -1.555 -1.819 0.016 0.024 -0.021 0.101
H -5.352 1.944 -4.276 0.012 -0.049 0.035 0.108
H -1.078 1.697 -2.498 0.127 -0.048 0.057 0.126
H -3.760 5.902 -6.434 0.041 0.003 0.045 0.109
H -2.346 7.920 -6.142 0.011 0.006 0.016 0.095
H -0.769 8.099 -4.257 -0.003 0.007 -0.008 0.098
H -0.539 6.269 -2.607 -0.040 -0.017 -0.043 0.112
H -1.763 3.673 -2.023 -0.015 -0.025 -0.027 0.159
F -0.942 -1.358 2.563 0.065 0.105 0.027 0.174
B 0.025 -0.538 3.026 -0.092 -0.030 0.535 -0.938
F 0.817 -1.054 3.956 0.067 0.145 -0.064 0.277
O 0.846 -2.674 0.411 0.333 -1.048 0.019 -0.685
S 1.607 -2.887 -0.873 0.025 -0.846 0.197 0.945
C 1.804 -4.710 -0.987 -0.023 -0.041 0.000 -0.305
C 0.528 -5.295 -1.569 0.021 0.059 -0.006 -0.242
C 0.181 -4.354 -2.719 -0.144 0.041 0.034 -0.233
C 0.255 -2.939 -2.152 0.240 -0.010 0.006 -0.284
H 2.060 -5.047 0.018 0.000 0.031 -0.063 0.092
H 2.657 -4.876 -1.654 -0.067 -0.013 0.061 0.084
H -0.267 -5.275 -0.817 0.035 0.006 -0.013 0.112
H 0.650 -6.328 -1.902 0.013 0.005 0.016 0.106
H -0.808 -4.559 -3.136 -0.004 0.016 -0.035 0.108
H 0.909 -4.473 -3.526 0.014 0.011 0.005 0.112
H -0.640 -2.693 -1.570 0.163 -0.043 -0.090 0.063
H 0.427 -2.170 -2.906 0.012 0.010 0.112 0.089
```
Forces are in eV/Å.

Results
E_HOMO	-2.543	eV
frontier orbital gap	4.2	eV
net charge	-1
LUMO	1.624	eV
max |F|	2.05	eV/A